# 1
{
  "formula": "C39H99N9Na4NiO18",
  "method": "wB97M-V/def2-TZVPD",
  "e_homo_ev": [-7.69, -7.86],
  "spin_multiplicity": 3,
  "s_squared": 2.005,
  "total_charge": 0,
  "e_tot_ha": -5550.0347,
  "orbital_gap_ev": [7.573, 7.741],
  "elements": ["Ni", "Na", "Na", "Na", "Na", "C", "O", "O", "O", "C", "O", "O", "O", "C", "O", "O", "O", "C", "C", "C", "O", "C", "N", "H", "H", "H", "H", "H", "H", "H", "H", "H", "H", "H", "C", "C", "C", "O", "C", "N", "H", "H", "H", "H", "H", "H", "H", "H", "H", "H", "H", "C", "C", "C", "O", "C", "N", "H", "H", "H", "H", "H", "H", "H", "H", "H", "H", "H", "C", "C", "C", "O", "C", "N", "H", "H", "H", "H", "H", "H", "H", "H", "H", "H", "H", "C", "C", "C", "O", "C", "N", "H", "H", "H", "H", "H", "H", "H", "H", "H", "H", "H", "C", "C", "C", "O", "C", "N", "H", "H", "H", "H", "H", "H", "H", "H", "H", "H", "H", "C", "C", "C", "O", "C", "N", "H", "H", "H", "H", "H", "H", "H", "H", "H", "H", "H", "C", "C", "C", "O", "C", "N", "H", "H", "H", "H", "H", "H", "H", "H", "H", "H", "H", "C", "C", "C", "O", "C", "N", "H", "H", "H", "H", "H", "H", "H", "H", "H", "H", "H"],
  "coordinates": [[18.89330, -2.40217, -29.95388], [15.75277, -3.78667, -30.87778], [18.92685, -0.01538, -32.77906], [19.74268, 0.96852, -29.27291], [17.42477, -1.60210, -26.91740], [17.83828, -4.36093, -28.87203], [16.70903, -4.72375, -28.63209], [18.52004, -3.52957, -28.25641], [18.26177, -4.34741, -30.01147], [20.91969, -1.23199, -30.91259], [20.82691, -1.54651, -29.71362], [21.04963, -0.04671, -31.22631], [20.15516, -1.95242, -31.51298], [17.11989, -0.59087, -30.20723], [17.42507, 0.49112, -30.75189], [17.09838, -1.63913, -30.82790], [17.76059, -0.77501, -29.17409], [19.66929, -4.33095, -35.13789], [19.14685, -5.11192, -33.86350], [20.27485, -5.83187, -33.13024], [20.75836, -6.93305, -33.91357], [21.73348, -7.69983, -33.25093], [18.68401, -4.17248, -32.92067], [19.00129, -3.51933, -35.42625], [19.68252, -5.00057, -35.99785], [20.67083, -3.93623, -34.96696], [18.62706, -5.99848, -34.22673], [19.81696, -6.23050, -32.22496], [21.03742, -5.13307, -32.78637], [22.28290, -8.46805, -33.79506], [21.29339, -8.37258, -32.51484], [22.44527, -7.00686, -32.80233], [18.40259, -4.35701, -31.96839], [19.27794, -3.36343, -32.80760], [20.89659, 0.86880, -24.95275], [21.37967, 0.14691, -26.22830], [22.37135, -0.95679, -25.82264], [23.42060, -0.36989, -25.09477], [24.54669, -1.27569, -24.96664], [20.24039, -0.37141, -26.94406], [20.20338, 1.68475, -25.15719], [21.69617, 1.27213, -24.33139], [20.36911, 0.12008, -24.36175], [21.85164, 0.86743, -26.89628], [22.68553, -1.54798, -26.68281], [21.88695, -1.71887, -25.21215], [25.05347, -1.38421, -25.92555], [24.27148, -2.20169, -24.46179], [25.16815, -0.80616, -24.20412], [20.49974, -0.78989, -27.82595], [19.97528, -1.09402, -26.29012], [14.14085, -1.50901, -28.34222], [13.71306, -2.77502, -27.55923], [12.79653, -3.74664, -28.39815], [13.48571, -4.07067, -29.65684], [12.63406, -4.41626, -30.78057], [14.90872, -3.28566, -26.92595], [13.29347, -0.93322, -28.71439], [14.86354, -1.83854, -29.08870], [14.67430, -0.83552, -27.67144], [13.10417, -2.46481, -26.71005], [11.89622, -3.18055, -28.63705], [12.46635, -4.57002, -27.76481], [12.05762, -5.31392, -30.55693], [13.27283, -4.46689, -31.66233], [11.95753, -3.60468, -31.04844], [15.45315, -3.87721, -27.53731], [14.63510, -3.90645, -26.17772], [16.31794, -1.83227, -36.01483], [15.96495, -1.63626, -34.47323], [15.11344, -2.78410, -33.96101], [14.71474, -2.68547, -32.54720], [14.07281, -1.53527, -32.12183], [17.18039, -1.55282, -33.67833], [15.46235, -1.97895, -36.67403], [16.98242, -2.69104, -36.11019], [16.82381, -0.92976, -36.35786], [15.41831, -0.71693, -34.26322], [15.51481, -3.78361, -34.12828], [14.16533, -2.84609, -34.49518], [13.26108, -1.24577, -32.78920], [14.80301, -0.73790, -31.98360], [13.64332, -1.74056, -31.14127], [16.85041, -1.41918, -32.73316], [17.55621, -2.48996, -33.65324], [21.71071, -5.04404, -29.24127], [22.24186, -4.55257, -27.90790], [23.75721, -4.24359, -27.76638], [24.55100, -5.35871, -28.15745], [25.86757, -4.89795, -28.55481], [21.40800, -3.46303, -27.57375], [21.74429, -4.30593, -30.04262], [20.69550, -5.42765, -29.13984], [22.15903, -5.97585, -29.58601], [22.05906, -5.30463, -27.14038], [24.01163, -3.94933, -26.74815], [23.94413, -3.29136, -28.26280], [26.22944, -5.61123, -29.29533], [26.57237, -4.85137, -27.72463], [25.93455, -3.97302, -29.12762], [21.41888, -2.78149, -28.31906], [20.42084, -3.65454, -27.66836], [17.38517, -8.37075, -31.38323], [16.18323, -7.42836, -31.66750], [15.15064, -7.55310, -30.51827], [14.76582, -8.87253, -30.18475], [13.93125, -9.49662, -31.17221], [16.54011, -6.04718, -31.71354], [17.23290, -9.39441, -31.72533], [17.49727, -8.51074, -30.30808], [18.32332, -7.98817, -31.78523], [15.78764, -7.70444, -32.64494], [14.27603, -6.93179, -30.71098], [15.66548, -7.04165, -29.70497], [13.05276, -8.93950, -31.49774], [13.69411, -10.51232, -30.85563], [14.54635, -9.68458, -32.05222], [17.10053, -5.88059, -30.88997], [17.27914, -5.91960, -32.39005], [24.11926, -1.31318, -35.20829], [23.21506, -1.40975, -33.99588], [23.72360, -2.19305, -32.75793], [24.38010, -3.41651, -33.22551], [24.92403, -4.25928, -32.21544], [22.76734, -0.05485, -33.64554], [23.50180, -0.86198, -35.98500], [24.35728, -2.29448, -35.61878], [24.99210, -0.66892, -35.10257], [22.38671, -2.05363, -34.29145], [22.97259, -2.52191, -32.03964], [24.39377, -1.69398, -32.05800], [24.18595, -4.82509, -31.64694], [25.69440, -3.70134, -31.68315], [25.51765, -4.97923, -32.77882], [23.52641, 0.45832, -33.22058], [22.12507, -0.23753, -32.88778], [16.38518, 0.90969, -23.24231], [17.06250, 0.04873, -24.35042], [17.95244, -1.16969, -23.79091], [18.60438, -1.81366, -24.85446], [19.19669, -3.04808, -24.49712], [16.02239, -0.41320, -25.24043], [15.64564, 0.42281, -22.60659], [15.91746, 1.78493, -23.69318], [17.04088, 1.28151, -22.45498], [17.63055, 0.70266, -25.01208], [17.25249, -1.82134, -23.26791], [18.59020, -0.77386, -23.00055], [18.42880, -3.73363, -24.13872], [20.00695, -3.03859, -23.76808], [19.61780, -3.48156, -25.40424], [15.52232, 0.39750, -25.57628], [15.34524, -0.91105, -24.68034], [17.23288, 3.25070, -26.50527], [17.00618, 2.19673, -27.49926], [15.50701, 2.15128, -27.87022], [14.73892, 1.80879, -26.72708], [13.36574, 2.05701, -26.98326], [17.87309, 2.44653, -28.69719], [18.29844, 3.46921, -26.43500], [16.94503, 3.07901, -25.46808], [16.81138, 4.17719, -26.89523], [17.21936, 1.21376, -27.07922], [15.37792, 1.34064, -28.58737], [15.08429, 3.04457, -28.33005], [12.85843, 1.87998, -26.03490], [12.91182, 1.39154, -27.71756], [13.09652, 3.09321, -27.18799], [17.57312, 1.85585, -29.45956], [17.57867, 3.27467, -29.19480]],
  "lowdin_spin": [1.734, 0.000, 0.000, 0.000, 0.000, 0.007, 0.005, 0.049, 0.051, 0.006, 0.047, 0.004, 0.034, 0.005, 0.002, 0.032, 0.026, 0.000, 0.000, 0.000, 0.000, 0.000, -0.001, 0.000, 0.000, 0.000, 0.000, 0.000, 0.000, 0.000, 0.000, 0.000, 0.000, 0.000, 0.000, 0.000, 0.000, 0.000, 0.000, 0.000, 0.000, 0.000, 0.000, 0.000, 0.000, 0.000, 0.000, 0.000, 0.000, 0.000, 0.000, 0.000, 0.000, 0.000, 0.000, 0.000, 0.000, 0.000, 0.000, 0.000, 0.000, 0.000, 0.000, 0.000, 0.000, 0.000, 0.000, 0.000, 0.000, 0.000, 0.000, 0.000, 0.000, 0.000, 0.000, 0.000, 0.000, 0.000, 0.000, 0.000, 0.000, 0.000, 0.000, 0.000, 0.000, 0.000, 0.000, 0.000, 0.000, 0.000, 0.000, 0.000, 0.000, 0.000, 0.000, 0.000, 0.000, 0.000, 0.000, 0.000, 0.000, 0.000, 0.000, 0.000, 0.000, 0.000, 0.000, 0.001, 0.000, 0.000, 0.000, 0.000, 0.000, 0.000, 0.000, 0.000, 0.000, 0.000, 0.000, 0.000, 0.000, 0.000, 0.000, 0.000, 0.000, 0.000, 0.000, 0.000, 0.000, 0.000, 0.000, 0.000, 0.000, 0.000, 0.000, 0.000, 0.000, 0.000, 0.000, 0.000, 0.000, 0.000, 0.000, 0.000, 0.000, 0.000, 0.000, 0.000, 0.000, 0.000, 0.000, 0.000, 0.000, 0.000, 0.000, 0.000, 0.000, 0.000, 0.000, 0.000, 0.000, 0.000, 0.000, 0.000, 0.000, 0.000, 0.000, 0.000, 0.000, 0.000]
}

***

# 2
{
  "formula": "C3Br2F3O2",
  "method": "wB97M-V/def2-TZVPD",
  "e_homo_ev": [-2.57, -6.24],
  "spin_multiplicity": 3,
  "s_squared": 2.014,
  "total_charge": -1,
  "e_tot_ha": -5712.3219,
  "orbital_gap_ev": [5.794, 6.706],
  "elements": ["C", "C", "C", "O", "O", "F", "F", "F", "Br", "Br"],
  "coordinates": [[-0.39032, 0.46148, 1.63833], [-0.46610, -0.37658, 0.02873], [0.54886, 0.12704, -0.97077], [-1.07076, 1.43924, 1.37395], [0.34482, 0.05327, 2.46675], [-0.19880, -2.16378, -0.15607], [0.44251, 1.42724, -1.15057], [0.56491, -0.41305, -2.23728], [-2.23530, -0.35865, -0.76503], [2.46018, -0.19621, -0.22804]],
  "lowdin_spin": [0.111, 0.741, 0.089, 0.364, 0.131, 0.407, 0.025, 0.023, 0.067, 0.043]
}